# 1
7 unconnected molecules or ions with the total composition C28H73ClN5O14 at a distorted geometry. Source: OMol25; level of theory: wB97M-V/def2-TZVPD.

Output
LUMO = 2.09 eV
HOMO = -0.2097 Eh
ΔE to the lowest compared entry with this formula, charge and spin = 0.0 kcal per mole
Charge = -1
2S+1 = 1
DFT total energy = -78843.46710 eV
Kohn-Sham gap = 7.8 eV

Element x y z (Å)
Cl 1.30085 0.65147 0.98947
O 0.60124 -0.45788 0.37417
O 2.45398 0.22782 1.73136
O 1.54774 1.57221 -0.13221
O 0.38597 1.14225 1.97319
C 0.44526 5.09051 5.95537
O 0.30801 3.76206 6.50803
C 1.43452 2.85601 6.21824
C 1.36619 1.57504 7.05206
N 0.13213 0.82128 6.74569
C -0.03876 -0.28430 7.67184
C 0.74828 -1.49056 7.14905
O 0.50155 -1.52643 5.73914
C 1.00455 -2.68245 5.11435
H -0.44006 5.61189 6.31934
H 0.43698 5.10420 4.86549
H 1.26814 5.68506 6.35220
H 2.41728 3.25060 6.47625
H 1.51947 2.64110 5.15302
H 1.45827 1.73295 8.12662
H 2.23130 0.97010 6.78052
H 0.30891 0.26363 5.92237
H -1.09922 -0.53627 7.67419
H 0.27097 -0.14804 8.70799
H 0.44275 -2.33027 7.77326
H 1.81573 -1.33397 7.30439
H 2.08933 -2.77897 5.15946
H 0.75415 -2.71743 4.05409
H 0.55877 -3.58809 5.52569
C -8.09227 -1.13497 -2.19003
O -7.00200 -1.66480 -1.47500
C -6.96103 -3.06506 -1.72060
C -5.54617 -3.54980 -1.31201
N -4.60739 -3.34424 -2.43055
C -4.07218 -1.99169 -2.52065
C -3.13336 -1.90146 -3.72241
O -3.88176 -2.18371 -4.92126
C -3.22323 -1.93452 -6.13109
H -9.00523 -1.71423 -2.05193
H -8.00013 -1.09433 -3.27537
H -8.17544 -0.08742 -1.90051
H -7.08814 -3.47027 -2.72446
H -7.77702 -3.53293 -1.16980
H -5.54063 -4.60672 -1.04551
H -5.09763 -3.02037 -0.47141
H -5.12717 -3.41635 -3.29353
H -3.59190 -1.62315 -1.61423
H -4.81851 -1.27665 -2.86679
H -2.33645 -2.64299 -3.66606
H -2.63840 -0.93057 -3.70037
H -2.91689 -0.89557 -6.25287
H -3.83089 -2.16808 -7.00533
H -2.29664 -2.50388 -6.20454
C -1.23055 3.84440 -9.13596
O -0.67072 4.25227 -7.93279
C 0.75865 4.26014 -7.96323
C 1.03167 4.27752 -6.47598
N 2.46859 4.33709 -6.21682
C 2.78967 4.49648 -4.79960
C 4.35818 4.94124 -4.67433
O 4.48198 6.29544 -5.15072
C 5.84196 6.60186 -5.54472
H -2.29800 4.02993 -9.01675
H -0.96975 2.80323 -9.32583
H -0.89451 4.48609 -9.95046
H 1.17718 5.11391 -8.49617
H 1.24256 3.42574 -8.47087
H 0.58060 3.35582 -6.10841
H 0.49199 5.11732 -6.03829
H 2.90575 5.05900 -6.77165
H 2.57624 3.53560 -4.33136
H 2.21958 5.24533 -4.24978
H 4.93797 4.15184 -5.15263
H 4.69604 4.82221 -3.64487
H 6.12932 7.64258 -5.39490
H 5.97516 6.49031 -6.62077
H 6.60948 6.09867 -4.95666
C 3.33892 -1.47906 -4.38177
C 2.45226 -0.70908 -5.35232
O 3.14812 -0.04200 -6.39873
O 3.94127 -2.54283 -5.07077
H 2.66934 -1.81288 -3.58910
H 4.14331 -0.89352 -3.93657
H 1.87154 -0.00855 -4.75224
H 1.80565 -1.40972 -5.88060
H 3.16742 0.89968 -6.21310
H 4.15307 -2.32460 -5.98132
C -4.86665 1.25352 3.46241
C -4.69799 1.82555 4.88655
C -4.74649 0.75323 5.97938
O -4.41206 1.39226 7.24824
C -5.07407 0.80448 8.36879
N -3.42188 2.52190 4.90447
H -5.73241 0.59631 3.38102
H -3.98536 0.74483 3.07165
H -5.07764 2.00347 2.70008
H -5.45198 2.56122 5.16658
H -4.04174 -0.05210 5.77232
H -5.75173 0.33520 6.03273
H -6.14011 0.80213 8.14155
H -4.94930 1.42034 9.25943
H -4.80814 -0.22354 8.61485
H -3.62872 3.32991 4.33490
H -2.88803 1.97334 4.24553
C 6.62386 -6.24567 2.72326
C 5.19117 -6.06300 2.20004
C 5.12458 -6.09874 0.60807
O 5.91602 -5.05142 0.05649
C 5.55190 -3.71643 0.35980
N 4.19425 -6.96222 2.84552
H 6.70759 -6.00863 3.78388
H 7.27698 -5.50262 2.26566
H 7.05393 -7.19168 2.39432
H 4.93460 -5.04187 2.48212
H 4.09400 -6.00699 0.26515
H 5.51407 -7.06977 0.30232
H 6.09197 -3.30227 1.21121
H 4.49075 -3.54610 0.54155
H 5.89202 -3.09229 -0.46657
H 4.42381 -7.92902 2.66465
H 3.22902 -6.90456 2.55380

# 2
9 unconnected molecules or ions with the total composition C28H74O16 at a distorted geometry. Source: OMol25; level of theory: wB97M-V/def2-TZVPD.

Output
LUMO = 0.52 eV
HOMO = -0.3414 Eh
2S+1 = 1
DFT total energy = -62987.58292 eV
Kohn-Sham gap = 9.8 eV
Structure (SMILES) = COCCOC.COCCOC.COCCOC.COCCOC.COCCOC.COCCOC.COCCOC.O.O

Element x y z (Å)
C -17.95681 -18.16414 -0.23375
O -19.02263 -17.51258 -0.89291
C -19.11606 -16.14049 -0.59114
C -19.54310 -15.82155 0.83588
O -20.68516 -16.54238 1.27045
C -21.86822 -16.13025 0.61288
H -17.93115 -17.96261 0.84310
H -17.01437 -17.80832 -0.67430
H -18.01887 -19.23729 -0.37769
H -19.86176 -15.71742 -1.26785
H -18.14741 -15.66828 -0.80586
H -19.69682 -14.74151 0.94482
H -18.75367 -16.12628 1.52798
H -22.07222 -15.06832 0.75225
H -22.71786 -16.74981 0.89927
H -21.80461 -16.38052 -0.45867
C -24.51256 -16.56129 -1.59222
O -25.12532 -16.24269 -0.35055
C -25.74335 -14.97824 -0.34950
C -24.74757 -13.85861 -0.03944
O -25.36519 -12.59754 0.14907
C -26.00039 -12.47398 1.39677
H -25.27694 -16.54602 -2.37941
H -24.05309 -17.53892 -1.51094
H -23.75814 -15.82861 -1.89826
H -26.50775 -15.01281 0.42560
H -26.19427 -14.76086 -1.32510
H -24.04272 -13.74690 -0.86708
H -24.13268 -14.09316 0.84135
H -25.26941 -12.52838 2.21650
H -26.75299 -13.24850 1.57696
H -26.48436 -11.50016 1.41446
C -14.97805 -20.58024 -1.08270
O -16.33095 -20.97728 -1.17152
C -16.53577 -22.21027 -0.50125
C -18.02376 -22.45380 -0.36776
O -18.32677 -23.27743 0.73401
C -18.46251 -22.54950 1.92937
H -14.55678 -20.81518 -0.09907
H -14.91024 -19.50513 -1.23841
H -14.37680 -21.08415 -1.84857
H -16.08466 -22.19400 0.49862
H -16.03840 -23.01065 -1.06526
H -18.44236 -22.91331 -1.26744
H -18.55591 -21.49201 -0.32777
H -18.63184 -23.25847 2.73734
H -19.31786 -21.86278 1.89267
H -17.56343 -21.96185 2.15653
C -18.77221 -12.18948 3.35644
O -19.68678 -12.11967 4.44099
C -19.78825 -10.86256 5.05936
C -18.57239 -10.39987 5.83390
O -17.60326 -9.86589 4.94869
C -16.37313 -9.46988 5.54507
H -17.75905 -12.08217 3.74673
H -18.97874 -11.41832 2.60899
H -18.86660 -13.19138 2.94193
H -20.57006 -10.99435 5.81271
H -20.07519 -10.05444 4.37578
H -18.12874 -11.18112 6.47214
H -18.84100 -9.61774 6.56571
H -16.41171 -8.38833 5.71422
H -15.63251 -9.65057 4.76637
H -16.08712 -9.97521 6.46924
C -13.51527 -21.48050 -6.73940
O -14.81681 -21.16780 -6.33791
C -15.14583 -21.75051 -5.09777
C -16.53578 -21.33548 -4.68393
O -16.51999 -19.97355 -4.38698
C -17.73948 -19.38486 -4.02082
H -13.40108 -21.13703 -7.76662
H -13.28236 -22.55048 -6.67099
H -12.76579 -20.95100 -6.12851
H -14.39603 -21.44326 -4.35236
H -15.11432 -22.84894 -5.17042
H -16.81285 -21.98731 -3.84390
H -17.17748 -21.49728 -5.56327
H -18.05671 -19.75750 -3.03793
H -18.55976 -19.51725 -4.73639
H -17.59064 -18.31073 -3.91737
C -16.07144 -17.86601 3.71631
O -15.60918 -16.68201 4.30977
C -16.65003 -15.91799 4.86905
C -16.10362 -14.58247 5.27222
O -15.87851 -13.83794 4.09747
C -15.07098 -12.70457 4.30583
H -15.27311 -18.31274 3.12231
H -16.89877 -17.68084 3.01484
H -16.39484 -18.61264 4.45206
H -17.12859 -16.43520 5.71007
H -17.43474 -15.73462 4.11716
H -15.19137 -14.70194 5.87138
H -16.82130 -14.04735 5.91541
H -15.55264 -12.06827 5.05846
H -15.09448 -12.11091 3.38705
H -14.02339 -12.93709 4.51190
C -15.86352 -14.64618 1.11244
O -16.15557 -14.23349 -0.21391
C -16.26873 -12.83928 -0.35237
C -15.02524 -12.03814 -0.10632
O -13.99613 -12.45155 -0.96507
C -12.87826 -11.59880 -0.93149
H -14.95692 -14.19576 1.51513
H -15.66736 -15.71943 1.05410
H -16.72686 -14.50616 1.76888
H -17.05156 -12.45853 0.32914
H -16.63909 -12.64543 -1.36084
H -14.69705 -12.09243 0.94109
H -15.30920 -10.98977 -0.29709
H -12.91927 -10.83076 -1.71297
H -11.97235 -12.18365 -1.10176
H -12.76010 -11.09680 0.03585
O -21.44279 -19.24690 0.48958
H -21.75298 -19.69275 1.28104
H -21.07636 -18.40426 0.79411
O -21.48305 -18.57249 -2.39875
H -20.72878 -18.08615 -2.04839
H -21.75099 -19.12460 -1.65466